The molecule C4H8N2. Source: OMol25; level of theory: ωB97M-V with the def2-TZVPD basis set.

Output
SMILES string: C1N[C@H]1[C@H]1CN1
E_tot in Eh: -266.64585

The geometry in ORCA input format:
```
! RIJCOSX wB97M-V def2-TZVPD def2/J DEFGRID3
* xyz 0 1
C -1.51211 -1.08863 -0.48394
N -1.56293 0.36085 -0.65845
C -0.31536 -0.33980 -0.92758
C 0.83363 -0.16672 0.02540
C 1.32726 1.17702 0.40567
N 0.49071 0.40317 1.32328
H -2.09502 -1.66928 -1.19530
H -1.50158 -1.48097 0.53150
H -1.48073 0.79580 0.26177
H -0.03317 -0.37206 -1.97975
H 1.57336 -0.96712 0.00575
H 0.85020 2.05949 -0.01410
H 2.38385 1.29773 0.63649
H 1.04189 -0.00947 2.06925
*
```

The net atomic charges from Löwdin, expressed in e, are: atom 1 (C): -0.151, atom 2 (N): 0.019, atom 3 (C): -0.303, atom 4 (C): -0.294, atom 5 (C): -0.134, atom 6 (N): 0.012, atom 7 (H): 0.095, atom 8 (H): 0.104, atom 9 (H): 0.078, atom 10 (H): 0.133, atom 11 (H): 0.138, atom 12 (H): 0.106, atom 13 (H): 0.101, atom 14 (H): 0.096

---

The molecule C4H8N2 at a distorted geometry. Source: OMol25; level of theory: ωB97M-V with the def2-TZVPD basis set.

Output
E_tot in Eh: -266.62752

The geometry in ORCA input format:
```
! RIJCOSX wB97M-V def2-TZVPD def2/J DEFGRID3
* xyz 0 1
C 0.19009 -0.00889 1.48474
N 0.53416 0.20518 0.05098
C -0.37892 1.20450 -0.56308
C 0.64677 -1.04802 -0.77257
C -0.57527 -1.45011 -1.33730
N -1.57433 -1.73868 -1.87599
H 0.19655 0.94326 2.02647
H 0.92813 -0.68977 1.91194
H -0.79730 -0.47049 1.52659
H -1.39741 0.81823 -0.50846
H -0.10061 1.31767 -1.61078
H -0.29659 2.14902 -0.01992
H 1.18274 -1.79978 -0.19877
H 1.46648 0.61727 0.02732
*
```

The net atomic charges from Löwdin, expressed in e, are: atom 1 (C): -0.023, atom 2 (N): -0.262, atom 3 (C): -0.032, atom 4 (C): -0.188, atom 5 (C): -0.382, atom 6 (N): 0.079, atom 7 (H): 0.094, atom 8 (H): 0.096, atom 9 (H): 0.106, atom 10 (H): 0.096, atom 11 (H): 0.106, atom 12 (H): 0.096, atom 13 (H): 0.059, atom 14 (H): 0.155

---

The molecule C4H8N2. Source: OMol25; level of theory: ωB97M-V with the def2-TZVPD basis set.

Output
E_tot in Eh: -266.53223

The geometry in ORCA input format:
```
! RIJCOSX wB97M-V def2-TZVPD def2/J DEFGRID3
* xyz 0 1
C 0.31372 1.58570 -0.67475
N -1.11378 1.21510 -0.62206
C -0.13444 0.65548 0.38024
C -0.12655 -0.78909 -0.04546
C 1.00196 -1.64451 0.40055
N -0.28322 -1.71726 1.09523
H 0.51428 2.62647 -0.43754
H 0.84406 1.17335 -1.53009
H -1.83478 1.90238 -0.42174
H -0.26320 1.03304 1.39590
H -1.23646 0.21007 -1.06451
H 1.82055 -1.25625 1.00980
H 1.30274 -2.47042 -0.24711
H -0.80488 -2.52406 0.76155
*
```

The net atomic charges from Löwdin, expressed in e, are: atom 1 (C): -0.076, atom 2 (N): 0.028, atom 3 (C): -0.251, atom 4 (C): -0.332, atom 5 (C): -0.230, atom 6 (N): -0.048, atom 7 (H): 0.114, atom 8 (H): 0.118, atom 9 (H): 0.149, atom 10 (H): 0.145, atom 11 (H): 0.147, atom 12 (H): 0.086, atom 13 (H): 0.082, atom 14 (H): 0.066

---

The molecule C4H8N2 at a distorted geometry. Source: OMol25; level of theory: ωB97M-V with the def2-TZVPD basis set.

Output
SMILES string: [H]/N=C/C/N=C/C
E_tot in Eh: -266.63764

The geometry in ORCA input format:
```
! RIJCOSX wB97M-V def2-TZVPD def2/J DEFGRID3
* xyz 0 1
C -0.00019 -1.52865 -0.25989
C 1.37371 1.89617 -0.41005
C -1.14423 -1.08524 0.80353
C 0.43592 0.73275 -0.33822
N 0.91727 -0.46571 -0.37032
N -2.25829 -1.59883 0.91847
H -2.89658 -1.29448 1.64782
H 0.50683 -2.41680 0.12746
H -0.54902 -1.72591 -1.18693
H -0.53918 0.94794 -0.80635
H -0.64853 -0.03798 1.19671
H 2.29738 1.65790 0.11285
H 1.60146 2.13406 -1.44917
H 0.90346 2.78479 0.01410
*
```

The net atomic charges from Löwdin, expressed in e, are: atom 1 (C): -0.217, atom 2 (C): -0.083, atom 3 (C): -0.242, atom 4 (C): -0.278, atom 5 (N): -0.018, atom 6 (N): 0.087, atom 7 (H): 0.056, atom 8 (H): 0.102, atom 9 (H): 0.115, atom 10 (H): 0.128, atom 11 (H): 0.131, atom 12 (H): 0.074, atom 13 (H): 0.077, atom 14 (H): 0.069

---

The molecule C4H8N2 at a distorted geometry. Source: OMol25; level of theory: ωB97M-V with the def2-TZVPD basis set.

Output
SMILES string: CC(C)(N)C#N
E_tot in Eh: -266.71816

The geometry in ORCA input format:
```
! RIJCOSX wB97M-V def2-TZVPD def2/J DEFGRID3
* xyz 0 1
C 0.97437 -1.07594 0.10012
C 0.03770 0.12675 -0.07546
C -1.20259 -0.00278 0.81423
N -0.39446 0.18216 -1.47056
C 0.76777 1.37161 0.30346
N 1.32017 2.36292 0.53278
H 1.96951 -0.86847 -0.30585
H 0.54647 -1.92777 -0.43576
H 1.08660 -1.33501 1.15661
H -1.79128 -0.85867 0.47219
H -1.82294 0.89782 0.75452
H -0.91841 -0.15187 1.86008
H -0.98320 0.99705 -1.62258
H 0.41030 0.28221 -2.08378
*
```

The net atomic charges from Löwdin, expressed in e, are: atom 1 (C): -0.043, atom 2 (C): -0.646, atom 3 (C): -0.046, atom 4 (N): 0.064, atom 5 (C): -0.181, atom 6 (N): 0.150, atom 7 (H): 0.086, atom 8 (H): 0.089, atom 9 (H): 0.087, atom 10 (H): 0.090, atom 11 (H): 0.087, atom 12 (H): 0.088, atom 13 (H): 0.087, atom 14 (H): 0.088

---

The molecule C4H8N2 at a distorted geometry. Source: OMol25; level of theory: ωB97M-V with the def2-TZVPD basis set.

Output
SMILES string: [H]/N=C(\N)C1CC1
E_tot in Eh: -266.63978

The geometry in ORCA input format:
```
! RIJCOSX wB97M-V def2-TZVPD def2/J DEFGRID3
* xyz 0 1
C 0.97552 0.21094 -0.00235
C -0.34421 -0.42311 -0.34808
C -1.48687 0.47713 -0.56899
C -1.45563 -0.31855 0.78159
H 3.05166 -0.39866 -0.12804
H 1.87741 -1.72898 -0.16037
H 1.82028 1.95449 0.35633
H -0.36927 -1.44676 -0.96202
H -2.13106 0.05186 -1.29631
H -1.47999 1.69071 -0.33159
H -1.19752 0.24370 1.66481
H -2.18848 -1.19600 0.83409
N 2.03445 -0.60660 0.04109
N 0.89369 1.48985 0.11985
*
```

The net atomic charges from Löwdin, expressed in e, are: atom 1 (C): -0.555, atom 2 (C): -0.283, atom 3 (C): -0.173, atom 4 (C): -0.097, atom 5 (H): 0.117, atom 6 (H): 0.173, atom 7 (H): 0.067, atom 8 (H): 0.167, atom 9 (H): 0.070, atom 10 (H): 0.161, atom 11 (H): 0.081, atom 12 (H): 0.103, atom 13 (N): 0.077, atom 14 (N): 0.092

---

Number 1: orbital gap 10.3 eV, LUMO energy 1.078 eV. Number 2: orbital gap 7.6 eV, LUMO energy 0.333 eV. Number 3: orbital gap 7.7 eV, LUMO energy 0.749 eV. Number 4: orbital gap 10.0 eV, LUMO energy 0.898 eV. Number 5: orbital gap 11.2 eV, LUMO energy 0.843 eV. Number 6: orbital gap 9.9 eV, LUMO energy 0.859 eV.